1.
The ion C2H10N3 with charge +1 in a non-equilibrium geometry. Source: the OMol25 dataset; level of theory: wB97M-V/def2-TZVPD.

Each line ends with the Löwdin charge.
Element x y z (Å)
1 C 0.7303 -0.3267 -1.2852  -0.221
2 N 1.1365 -1.5863 -0.6094  0.015
3 H 0.0714 -0.5717 -2.1688  0.142
4 H 1.6016 0.1461 -1.8074  0.141
5 H 1.8310 -2.1563 -1.0162  0.063
6 H 0.4026 -2.2484 -0.2444  0.107
7 N 0.2022 0.7056 -0.3347  0.051
8 C -0.7366 0.1182 0.8794  -0.192
9 N -1.3442 1.2689 1.4177  -0.018
10 H 0.9772 1.2052 0.1888  0.190
11 H -0.3779 1.4113 -0.8555  0.184
12 H -0.0735 -0.4456 1.5758  0.135
13 H -1.4339 -0.4755 0.2826  0.132
14 H -2.2244 1.0095 1.9172  0.116
15 H -0.7624 1.9457 2.0601  0.153

Cartesian forces, eV/Å:
1.3 -2.1 -1.6
-2.0 1.0 1.5
-0.3 0.9 1.4
-0.4 -0.6 0.8
1.0 0.0 -0.8
0.7 1.5 -0.9
-0.3 -0.2 1.5
1.5 0.9 -1.1
-0.5 1.6 2.1
-0.9 -0.7 -1.2
0.6 -0.7 0.8
-0.3 0.2 -1.0
-0.1 -0.2 0.7
1.0 0.6 -0.7
-1.3 -2.3 -1.6

Properties
Charge = +1
Frontier orbital gap = 10.75 eV
SMILES string = NC[NH2+]CN
Energy above the lowest of the compared OMol25 structures with the same formula, charge and spin = 46.0 kcal per mole
LUMO level = -3.2 eV


2.
A structure of composition C5H9KO3 in a non-equilibrium geometry. Source: the OMol25 dataset; level of theory: wB97M-V/def2-TZVPD.

Each line ends with the Löwdin charge.
Element x y z (Å)
1 O 0.9122 1.8470 -0.3652  -0.019
2 C 0.5490 0.7010 -0.1369  -0.450
3 O -0.6637 0.3703 -0.5686  -0.014
4 C -1.6960 -0.1584 0.2861  -0.225
5 C 1.4785 -0.3847 0.5046  -0.534
6 H 0.8269 -1.1143 1.0336  0.126
7 C 2.2020 -1.1256 -0.6393  -0.045
8 H 1.6821 -2.0350 -0.9771  0.072
9 H 2.2959 -0.4601 -1.5108  0.076
10 H 3.2046 -1.4089 -0.2891  0.077
11 C -3.0076 0.4202 -0.1875  -0.076
12 H -1.4837 0.1353 1.3231  0.132
13 H -1.6985 -1.2539 0.2238  0.120
14 H -3.1246 1.4549 0.1610  0.081
15 H -3.8349 -0.1784 0.2153  0.078
16 H -3.0672 0.4059 -1.2838  0.084
17 K 3.1309 2.5025 0.8477  0.939
18 O 2.2942 0.2822 1.3632  -0.422

Cartesian forces, eV/Å:
0.1 -0.7 0.1
0.9 0.2 0.0
-1.2 -0.1 -0.4
0.5 -0.3 0.1
-0.3 1.2 0.8
-0.1 0.1 -0.2
0.0 -0.1 -0.4
0.0 0.3 0.1
0.2 -0.2 0.1
-0.3 0.1 0.0
-0.3 0.1 0.1
-0.1 -0.2 -0.2
0.1 0.2 0.0
0.0 -0.2 -0.2
0.1 0.2 -0.1
0.0 0.0 0.3
-0.1 -0.2 0.1
0.5 -0.3 -0.2

Properties
Frontier orbital gap = 6.87 eV
Energy above the lowest of the compared OMol25 structures with the same formula, charge and spin = 0.0 kcal per mole
LUMO level = -0.4 eV


DFT total energy values (in eV) by entry order: -6699.044 -27798.097.